[1]
CH2N5O | ωB97M-V with the def2-TZVPD basis set

Geometry (Å):
C  -0.3541  -0.1067  0.4471
N  -1.0976  0.3831  1.4646
N  0.5752  -1.0049  0.8321
N  -0.5939  -0.2284  2.4979
N  0.3806  -1.0146  2.1822
N  0.4637  0.7654  -1.7577
O  -0.6838  0.3351  -1.0244
H  1.2578  -0.0001  -1.8825
H  0.0520  0.8712  -2.7593

E_tot = -388.08818 Eh
E_LUMO (spin up / spin down) = 0.158 / 0.018 hartree
frontier orbital gap (spin up / spin down) = 4.84 / 6.84 eV
charge = -1
2S+1 = 3
expectation value of S² = 2.007

=====

[2]
H10O5 | ωB97M-V with the def2-TZVPD basis set

Geometry (Å):
O  -2.1924  -0.4023  2.2961
H  -3.0209  -0.3960  1.8167
H  -1.6629  0.2711  1.8689
O  -0.9161  1.2865  0.3519
H  -1.1991  1.1620  -0.5540
H  0.0239  1.1066  0.3365
O  2.0386  0.6209  0.8421
H  2.0511  0.1492  1.6749
H  2.6243  1.3655  0.9792
O  -1.3969  -0.0448  -1.9880
H  -1.8662  0.3599  -2.7176
H  -0.7714  -0.6378  -2.4044
O  2.1519  -1.7034  -1.2100
H  2.2993  -2.2611  -0.4462
H  1.8368  -0.8761  -0.8459

E_tot = -381.79121 Eh
E_LUMO (spin up / spin down) = -0.134 / -0.417 hartree
frontier orbital gap (spin up / spin down) = 10.71 / 3.01 eV
charge = +1
2S+1 = 2
expectation value of S² = 0.759